Entry 1:
Formula: C5H9O5Zn
Source: OMol25
Level of theory: wB97M-V/def2-TZVPD

ORCA input file:
```
! RIJCOSX wB97M-V def2-TZVPD def2/J DEFGRID3
* xyz 0 2
Zn 0.3120 0.3089 0.0280
C 2.0279 -2.5179 -2.1130
C 1.3406 -1.4107 -1.3393
O 0.3954 -0.6989 -1.7978
O 1.5641 -1.2831 -0.1429
H 2.9614 -2.1327 -2.5231
H 1.2975 -2.9481 -2.7983
H 2.4718 -3.2717 -1.4628
C -2.5968 -0.5964 2.4808
C -1.4795 -0.1530 1.5678
O -1.6945 0.2600 0.4198
O -0.3911 -0.2941 1.9986
H -2.5318 -0.1249 3.4615
H -2.4034 -1.6538 2.6616
H -3.5639 -0.3652 2.0343
C 0.4058 3.3801 -0.5050
O 1.1432 2.2144 -0.0877
H -0.5958 3.3566 -0.9344
H 0.3993 4.0420 0.3609
H 0.9378 3.8885 -1.3090
*
```

**Orbital gap (spin up / spin down)**: 9.92 / 5.82 eV
**LUMO (spin up / spin down)**: 0.295 / -3.784 eV
**Energy relative to the best compared isomer or geometry (same formula, charge and spin)**: 0.0 kJ/mol

Entry 2:
Formula: C16H22N2O3
Source: OMol25
Level of theory: wB97M-V/def2-TZVPD

ORCA input file:
```
! RIJCOSX wB97M-V def2-TZVPD def2/J DEFGRID3
* xyz 0 1
C -1.3818 2.2573 4.6160
O -0.5685 1.5790 5.5402
C 0.1740 0.5032 5.0209
C -0.6343 -0.7884 4.7943
N -1.3830 -0.7903 3.5565
C -0.8124 -1.1476 2.3863
O 0.3195 -1.5714 2.3058
C -1.7467 -0.9998 1.1771
C -2.1240 0.4657 0.9383
C -1.0725 0.9581 -0.0534
O -0.8093 2.1130 -0.3038
N -0.4987 -0.1265 -0.6053
C 0.5474 -0.0583 -1.5888
C 0.0580 -0.4678 -2.9874
C 1.1631 -0.2959 -3.9889
C 1.3987 0.9454 -4.5667
C 2.4356 1.1179 -5.4656
C 3.2533 0.0504 -5.7960
C 3.0292 -1.1888 -5.2218
C 1.9912 -1.3592 -4.3225
C -1.0030 -1.3842 -0.1079
H -1.6484 3.2062 5.0792
H -2.3044 1.7045 4.3976
H -0.8474 2.4519 3.6790
H 0.6650 0.7852 4.0791
H 0.9401 0.3031 5.7734
H -1.3209 -0.9412 5.6283
H 0.0715 -1.6209 4.7397
H -2.3184 -0.4178 3.5610
H -2.6217 -1.6321 1.3459
H -3.1054 0.5552 0.4670
H -2.1182 1.0872 1.8320
H 0.8927 0.9785 -1.6113
H 1.3760 -0.7043 -1.2800
H -0.7929 0.1623 -3.2546
H -0.2702 -1.5089 -2.9665
H 0.7621 1.7799 -4.3101
H 2.6064 2.0874 -5.9102
H 4.0622 0.1838 -6.4991
H 3.6639 -2.0255 -5.4752
H 1.8195 -2.3295 -3.8779
H -1.6744 -1.8543 -0.8367
H -0.1730 -2.0625 0.1121
*
```

**Orbital gap**: 9.61 eV
**Structure (SMILES)**: COCCNC(=O)[C@H]1CC(=O)N(CCc2ccccc2)C1
**LUMO**: 0.633 eV
**Energy relative to the best compared isomer or geometry (same formula, charge and spin)**: 113.8 kJ/mol

Entry 3:
Formula: C28H34N3O2P2SW
Source: OMol25
Level of theory: wB97M-V/def2-TZVPD

ORCA input file:
```
! RIJCOSX wB97M-V def2-TZVPD def2/J DEFGRID3
* xyz 3 3
W 1.1091 -0.2782 -0.2520
C 2.1351 0.2810 -3.3597
O 1.3780 0.7362 -2.1946
C 0.5148 1.8454 -2.3806
C 0.5331 2.6180 -3.5180
C -0.3185 3.7225 -3.5669
C -1.1560 4.0260 -2.5057
C -1.1856 3.2111 -1.3818
C -0.3544 2.1110 -1.3350
N -0.3515 1.1601 -0.2458
N -1.3967 1.2173 0.4951
C -1.5858 0.4228 1.5670
C -0.6776 -0.5312 2.0842
O 0.5226 -0.7610 1.4665
C -0.9173 -1.2275 3.2464
C -2.1077 -1.0100 3.9128
C -3.0856 -0.1066 3.4491
C -4.2905 0.0656 4.1676
C -5.2413 0.9334 3.7124
C -5.0096 1.6524 2.5236
C -3.8423 1.5076 1.8087
C -2.8508 0.6274 2.2629
H 2.7158 1.1107 -3.7485
H 1.4352 -0.1073 -4.0948
H 2.7933 -0.4994 -3.0028
H 1.1670 2.3967 -4.3623
H -0.3101 4.3502 -4.4481
H -1.7950 4.8967 -2.5532
H -1.8397 3.4240 -0.5480
H -0.1794 -1.9230 3.6214
H -2.3001 -1.5524 4.8320
H -4.4450 -0.4916 5.0835
H -6.1619 1.0735 4.2626
H -5.7660 2.3405 2.1684
H -3.6862 2.0785 0.9041
C 3.1647 2.8331 0.0999
P 3.0646 1.0976 0.5733
C 3.2199 1.0455 2.3705
C 4.5724 0.3171 -0.0738
C 4.5571 -1.2066 0.0947
P 3.0027 -1.9912 -0.5030
C 2.6662 -3.3047 0.7125
C 3.4079 -2.9195 -2.0041
H 4.1158 3.2325 0.4566
H 2.3505 3.4002 0.5517
H 3.1099 2.9451 -0.9832
H 4.1714 1.4953 2.6572
H 3.1740 0.0208 2.7361
H 2.4109 1.6121 2.8325
H 5.4282 0.7508 0.4483
H 4.6659 0.6042 -1.1246
H 4.6554 -1.4827 1.1464
H 5.4047 -1.6536 -0.4273
H 3.5863 -3.8593 0.9036
H 1.9197 -3.9879 0.3095
H 2.2973 -2.8835 1.6455
H 4.0412 -3.7571 -1.7099
H 3.9505 -2.3126 -2.7282
H 2.5013 -3.3050 -2.4703
S -0.1849 -1.9991 -1.5336
C -1.9319 -1.9785 -1.2848
N -2.4682 -3.1639 -0.9158
C -3.7863 -3.3746 -0.7220
C -4.6687 -2.3412 -0.9043
C -4.1649 -1.1139 -1.3224
C -2.8011 -0.9308 -1.5126
H -1.8319 -3.9486 -0.8158
H -4.0710 -4.3768 -0.4342
H -5.7252 -2.5014 -0.7451
H -4.8453 -0.2949 -1.5262
H -2.4087 0.0129 -1.8674
*
```

**Orbital gap (spin up / spin down)**: 5.92 / 5.71 eV
**LUMO (spin up / spin down)**: -9.949 / -10.375 eV
**Energy relative to the best compared isomer or geometry (same formula, charge and spin)**: 0.0 kJ/mol

Entry 4:
Formula: C20H44FeNOP3S
Source: OMol25
Level of theory: wB97M-V/def2-TZVPD

ORCA input file:
```
! RIJCOSX wB97M-V def2-TZVPD def2/J DEFGRID3
* xyz 3 6
Fe 1.0337 -1.8909 0.3813
P -1.2797 -0.4367 1.4614
P 1.9223 -0.0086 1.7179
P -0.4731 -2.5850 -1.0144
H 3.4807 -4.9994 -0.2761
C 2.7127 -4.8282 -1.0362
C 3.0455 -4.0340 -2.0939
H 4.0790 -3.6627 -2.2031
C -2.1496 -1.4738 2.7154
C -1.3927 1.1707 2.3718
C -2.7008 -0.0153 0.3603
C 3.6818 0.4239 2.0153
C 1.4743 1.6673 1.0868
C 1.5714 -0.1694 3.5400
C 0.0141 -3.8491 -2.2249
C -0.8474 -1.1763 -2.1498
C -1.9687 -3.4253 -0.3521
H 1.9852 -5.6520 -1.0411
H 2.5169 -4.0672 -3.0498
H -3.0163 -0.9190 3.1015
H -1.4533 -1.6890 3.5362
H -2.4752 -2.4187 2.2655
H -2.4264 1.2869 2.7325
H -1.1610 2.0013 1.6917
H -0.7239 1.2272 3.2365
H -3.5083 0.4105 0.9752
H -3.0889 -0.8875 -0.1755
H -2.3658 0.7478 -0.3588
H 3.7044 1.3943 2.5349
H 4.2291 0.4607 1.0694
H 4.1416 -0.3258 2.6632
H 1.1073 2.3163 1.8936
H 0.7162 1.6285 0.2928
H 2.3893 2.1080 0.6620
H 2.2467 0.5071 4.0842
H 1.8141 -1.2039 3.8194
H 0.5366 0.0190 3.8339
H -0.8784 -4.2970 -2.6746
H 0.5847 -4.6128 -1.6944
H 0.6571 -3.3913 -2.9801
H -0.8250 -1.5710 -3.1694
H -0.0780 -0.3998 -2.0515
H -1.8117 -0.7136 -1.9296
H -2.3013 -4.1513 -1.1044
H -2.7962 -2.7495 -0.1153
H -1.6812 -3.9821 0.5514
C 4.3304 -1.6530 -0.5242
C 3.0084 -2.1239 -0.3420
C 2.6824 -2.8823 0.8304
C 3.5866 -2.9650 1.9183
C 4.8984 -2.6144 1.6561
C 5.2488 -1.9973 0.4587
S 4.9846 -0.9025 -2.0337
H 5.4355 -2.0458 -2.5320
H 2.2645 -2.0057 -1.1581
H 1.6850 -3.4474 0.8799
H 3.2745 -3.3588 2.8915
H 5.6807 -2.7960 2.3820
H 6.2757 -1.7320 0.2684
C -0.5078 3.5166 -3.7093
N -0.5728 4.1846 -2.4211
C -0.2554 5.6057 -2.3476
C -0.6972 3.4532 -1.2968
O -0.8323 2.2226 -1.2827
H -0.5837 4.3013 -4.4573
H -1.3423 2.8214 -3.8072
H 0.4395 2.9834 -3.8392
H -0.8782 6.0850 -1.5742
H 0.8051 5.7813 -2.0891
H -0.4653 6.0450 -3.3280
H -0.6658 4.0692 -0.3677
*
```

**Orbital gap (spin up / spin down)**: 7.56 / 3.45 eV
**LUMO (spin up / spin down)**: -8.508 / -13.264 eV
**Energy relative to the best compared isomer or geometry (same formula, charge and spin)**: 292.9 kJ/mol

Entry 5:
Formula: CH2N4S
Source: OMol25
Level of theory: wB97M-V/def2-TZVPD

ORCA input file:
```
! RIJCOSX wB97M-V def2-TZVPD def2/J DEFGRID3
* xyz 0 1
S -0.8725 0.3313 2.1429
C -0.2469 0.0480 0.6513
N -0.8984 -0.0619 -0.5697
N -0.0220 -0.1876 -1.5835
N 1.1621 -0.1369 -1.0868
N 1.0106 0.0038 0.2626
H -1.9304 -0.1914 -0.6771
H 1.7975 0.1948 0.8602
*
```

**Orbital gap**: 9.65 eV
**Structure (SMILES)**: S=c1[nH]nn[nH]1
**LUMO**: 0.879 eV
**Energy relative to the best compared isomer or geometry (same formula, charge and spin)**: 6.0 kJ/mol

Entry 6:
Formula: C12H24O4Si
Source: OMol25
Level of theory: wB97M-V/def2-TZVPD

ORCA input file:
```
! RIJCOSX wB97M-V def2-TZVPD def2/J DEFGRID3
* xyz 0 1
C -3.1779 -0.2109 0.2877
C -2.2527 0.5728 0.8836
Si -0.5288 0.0042 0.5447
O 0.3967 0.7927 1.6738
C 0.0587 1.9114 2.3211
C 0.9683 2.2346 3.4395
O -0.8315 2.6654 2.0757
O -0.5218 -1.5969 0.6945
C 0.6050 -2.4413 0.4767
C 0.3073 -3.7799 1.2824
C 1.8784 -1.7646 0.9729
C 0.7983 -2.9136 -0.9631
O -0.2315 0.2519 -1.0601
C -0.0595 1.3963 -1.9163
C 1.1204 1.1662 -2.8974
C 0.1453 2.6385 -1.0315
C -1.3821 1.4975 -2.6423
H -4.2190 0.1348 0.3991
H -2.9691 -1.2153 -0.0641
H -2.3748 1.5555 1.1557
H 0.3056 2.1890 4.3631
H 1.5037 3.1492 3.3997
H 1.6243 1.4018 3.5875
H -0.5102 -4.3501 0.6696
H 1.2674 -4.3721 1.4912
H -0.1743 -3.6670 2.2511
H 2.6904 -2.4753 0.9955
H 1.7270 -1.4479 1.9802
H 2.1436 -0.8942 0.3016
H 1.6442 -3.6064 -1.2028
H -0.0353 -3.3704 -1.4365
H 0.9151 -2.0071 -1.5563
H 2.0839 1.1128 -2.3690
H 1.0248 1.9829 -3.6924
H 0.7613 0.2214 -3.4231
H 1.2153 2.8261 -0.8671
H -0.3947 2.5185 -0.0932
H -0.3320 3.5199 -1.5146
H -1.5111 0.6575 -3.3624
H -1.4990 2.4057 -3.2656
H -2.1796 1.3066 -1.8893
*
```

**Orbital gap**: 10.25 eV
**Structure (SMILES)**: C=C[Si](OC(C)=O)(OC(C)(C)C)OC(C)(C)C
**LUMO**: 0.675 eV

Computed values of E_tot (unit: eV) for the preceding records, in sequence: -63985.478 -26072.513 -69368.497 -98048.906 -17863.743 -28903.357.
Computed values of M (unit: g/mol) for the preceding records, in sequence: 214.5 290.4 722.5 495.4 102.1 260.4.